i:
Molecular formula: C5H7Br
Method: DFT, ωB97M-V/def2-TZVPD

CARTESIAN COORDINATES (ANGSTROEM)
C -0.6186 -1.2439 -0.4663
C -2.0140 -1.2361 -0.2922
C 0.0928 -0.2214 -0.0976
C -0.0656 1.1974 -0.5845
C 1.2501 -0.3234 0.8270
Br -3.0433 0.3221 -0.3790
H -0.2643 -2.1687 -0.2028
H -0.5219 1.8128 0.2096
H -0.5846 1.2347 -1.5279
H 0.9645 1.5058 -0.8576
H 1.6178 -1.2892 1.0037
H 1.1179 0.1229 1.8325
H 2.0691 0.2870 0.5350

Results
**E_HOMO (spin up / spin down)**: -7.881 / -7.882 eV

Atomic partial charges in e from the natural (NBO) method, atoms 1 to 2: atom 1 (C): -0.449, atom 2 (C): -0.101



ii:
Molecular formula: C5H7Br
Method: DFT, ωB97M-V/def2-TZVPD

CARTESIAN COORDINATES (ANGSTROEM)
C 0.5717 -1.4544 -0.5373
C 1.6025 -1.1068 0.1215
C -1.9267 0.5913 0.3059
C 2.4496 -0.2468 0.6516
C -0.7611 0.5759 -0.6706
Br -1.3440 1.3205 -2.3284
H 0.0633 -2.3600 -0.6613
H -2.3431 -0.4171 0.1250
H -2.6963 1.1787 -0.0756
H -1.5729 0.7224 1.3340
H 3.4508 0.2087 0.3339
H 2.4094 -0.1808 1.7086
H 0.0968 1.1685 -0.3074

Results
**E_HOMO (spin up / spin down)**: -8.408 / -8.511 eV

Atomic partial charges in e from the natural (NBO) method, atoms 1 to 2: atom 1 (C): -0.200, atom 2 (C): -0.036



What should be chosen as the least stable of them? Choose ii.



i:
Molecular formula: C8H14
Method: DFT, ωB97M-V/def2-TZVPD

CARTESIAN COORDINATES (ANGSTROEM)
C 2.7700 0.7823 0.8992
C 1.6140 1.2452 0.4406
C 0.5734 0.4891 -0.2713
C 0.9565 -0.2865 -1.2967
C 0.1016 -1.2685 -2.0131
C -0.8573 0.6136 0.2011
C -1.3740 -0.4981 1.1067
C -2.9031 -0.6110 0.8845
H 3.0582 -0.2708 0.9036
H 3.5516 1.2333 1.5074
H 1.4074 2.2912 0.6598
H 2.0164 -0.3709 -1.5219
H -0.9369 -1.1993 -1.6855
H 0.5508 -2.2406 -1.7860
H 0.0020 -1.1110 -3.0874
H -0.9435 1.6007 0.6848
H -1.5041 0.8368 -0.6503
H -0.9521 -1.4919 0.9504
H -1.1552 -0.3223 2.1620
H -3.1360 -1.1833 -0.0086
H -3.3817 -1.1156 1.7388
H -3.3557 0.3708 0.9401

Results
**E_HOMO**: -8.601 eV

Atomic partial charges in e from the natural (NBO) method, atoms 1 to 2: atom 1 (C): -0.391, atom 2 (C): -0.197



ii:
Molecular formula: C8H14
Method: DFT, ωB97M-V/def2-TZVPD

CARTESIAN COORDINATES (ANGSTROEM)
C -0.2350 -1.2536 2.9305
C 0.5517 -0.3008 2.4457
C 1.1722 -0.3533 1.0651
C 0.1645 -0.5560 -0.0532
C 0.2724 -1.6050 -0.8572
C -0.8856 0.5217 -0.1623
C -1.0738 1.1928 -1.5332
C 0.2518 1.3665 -2.3113
H -0.6320 -1.1861 3.9346
H -0.5420 -2.0842 2.3053
H 0.6850 0.6141 3.0057
H 1.7322 0.5500 0.8038
H 1.8798 -1.1768 1.0677
H -0.4148 -1.7729 -1.6729
H 1.0199 -2.3695 -0.7025
H -0.5859 1.3181 0.5179
H -1.8462 0.1868 0.2343
H -1.4989 2.1842 -1.3917
H -1.7267 0.5778 -2.1609
H 0.1025 1.9319 -3.2262
H 0.9806 1.8232 -1.6397
H 0.6282 0.3910 -2.5992

Results
**E_HOMO**: -9.289 eV

Atomic partial charges in e from the natural (NBO) method, atoms 1 to 2: atom 1 (C): -0.397, atom 2 (C): -0.172



What should be chosen as the least stable of them? Choose i.